The following is a quantum chemistry calculation of a molecular structure, C33H23Cl2N3O2ReS, from the OMol25 dataset.

```
! RIJCOSX wB97M-V def2-TZVPD def2/J DEFGRID3
* xyz 2 2
Re -0.13 0.56 -0.63
Cl -2.83 0.34 -4.69
C -3.31 1.00 -3.19
C -4.61 1.53 -3.04
C -5.00 2.07 -1.85
Cl -6.58 2.72 -1.70
C -4.12 2.11 -0.73
C -4.42 2.66 0.52
C -3.46 2.65 1.51
C -2.22 2.07 1.27
N -1.90 1.53 0.09
C -2.84 1.57 -0.91
C -2.43 1.03 -2.14
O -1.16 0.57 -2.21
H -5.29 1.50 -3.88
H -5.39 3.10 0.70
H -3.66 3.07 2.49
H -1.46 2.05 2.04
C 1.93 -3.99 -3.35
C 3.06 -3.32 -2.91
C 2.96 -2.05 -2.39
C 1.70 -1.46 -2.29
C 0.56 -2.12 -2.72
C 0.68 -3.39 -3.26
N 1.56 -0.15 -1.73
N 2.54 0.62 -1.87
C 2.33 1.88 -1.31
C 3.32 2.84 -1.44
C 3.10 4.11 -0.92
C 1.90 4.41 -0.28
C 0.91 3.44 -0.15
C 1.11 2.16 -0.66
H 2.02 -4.99 -3.77
H 4.04 -3.79 -2.99
H 3.83 -1.51 -2.05
H -0.41 -1.64 -2.68
H -0.20 -3.91 -3.62
H 4.24 2.59 -1.96
H 3.86 4.87 -1.02
H 1.74 5.41 0.10
H -0.02 3.70 0.35
O -0.79 -1.31 0.02
S 0.41 -2.11 0.65
C -0.25 -2.81 2.12
C -1.50 -2.45 2.60
C -1.95 -3.05 3.77
C -1.15 -3.97 4.43
C 0.09 -4.33 3.93
C 0.55 -3.76 2.75
C 1.30 -0.67 1.22
C 0.57 0.31 1.90
C 1.28 1.39 2.44
C 2.64 1.47 2.31
C 3.36 0.46 1.64
C 2.70 -0.62 1.11
H -2.12 -1.75 2.05
H -2.93 -2.80 4.15
H -1.52 -4.43 5.34
H 0.70 -5.06 4.44
H 1.51 -4.05 2.33
H -0.45 0.11 2.19
H 0.75 2.15 3.01
H 3.18 2.30 2.74
H 4.43 0.53 1.56
H 3.23 -1.41 0.60
*
```

Values from the calculation:
HOMO energy (alpha / beta)	-13.9 / -13.9	eV
electronic energy	-81154.645	eV
HOMO-LUMO gap (alpha / beta)	6.098 / 6.491	eV
⟨S²⟩	0.767
strongest force on any atom	0.63	eV Å⁻¹
LUMO (alpha / beta)	-7.8 / -7.4	eV
M	782.75	g mol⁻¹